[1]
Below is a molecular structure, C4H10NO5PS, with properties calculated with ωB97M-V with the def2-TZVPD basis set.

Computed properties:
calculated total energy	-1328.83701	a.u.
molecular weight	215.2	g mol⁻¹
HOMO (alpha / beta)	-0.746 / -0.745	eV
HOMO-LUMO gap (alpha / beta)	0.237 / 0.237	Eh
LUMO energy (alpha / beta)	5.69 / 5.69	eV

```
! wB97M-V def2-TZVPD RIJCOSX def2/J DEFGRID3
* xyz -2 1
C 1.272 0.134 1.854
C -0.281 1.813 -1.199
C 1.204 0.572 0.459
C -0.274 1.053 0.103
N -1.208 -0.036 0.045
O -3.068 2.594 -0.309
O -3.138 -2.402 -0.153
O -2.825 0.388 1.941
O -3.647 -1.080 -2.055
O -5.260 -1.151 -0.212
P -2.771 0.468 0.453
S -3.862 -1.203 -0.627
H 1.453 0.991 2.443
H 0.377 -0.336 2.179
H 2.274 -0.502 1.938
H 0.000 1.134 -2.086
H -1.383 2.040 -1.312
H 0.422 2.610 -1.250
H 1.967 1.213 0.053
H 1.213 -0.289 -0.192
H -0.774 1.704 0.912
H -0.989 -0.855 -0.559
*
```


[2]
Below is 2 unconnected molecules or ions with the total composition C4H10NO5PS, with properties calculated with ωB97M-V with the def2-TZVPD basis set.

Computed properties:
calculated total energy	-1328.77308	a.u.
molecular weight	215.2	g mol⁻¹
HOMO (alpha / beta)	0.000 / -0.627	eV
HOMO-LUMO gap (alpha / beta)	0.218 / 0.241	Eh
LUMO energy (alpha / beta)	5.94 / 5.93	eV

```
! wB97M-V def2-TZVPD RIJCOSX def2/J DEFGRID3
* xyz -2 3
C 1.241 0.787 -1.214
C -0.952 -0.945 1.509
C 0.724 0.354 0.130
C -0.688 -0.365 0.162
N -1.700 0.697 -0.038
O -4.037 1.107 -0.927
O -1.139 -1.348 -2.761
O -3.552 -1.975 1.042
O -1.469 1.101 -2.789
O -3.192 -0.509 -3.748
P -3.039 -0.043 -0.742
S -2.103 -0.241 -2.750
H 0.631 1.730 -1.562
H 2.280 0.979 -1.315
H 1.195 -0.027 -1.997
H -0.568 -1.943 1.708
H -0.448 -0.391 2.462
H -2.038 -1.148 1.529
H 1.304 -0.379 0.578
H 0.873 1.309 0.796
H -0.476 -1.150 -0.608
H -1.346 1.250 -0.722
*
```


[3]
Below is C4H10NOP in the gas phase, with properties calculated with ωB97M-V with the def2-TZVPD basis set.

Computed properties:
calculated total energy	-629.70373	a.u.
structure (SMILES)	CPC(=O)N(C)C
molecular weight	119.1	g mol⁻¹
HOMO	-8.502	eV
HOMO-LUMO gap	0.346	Eh
LUMO energy	0.93	eV

```
! wB97M-V def2-TZVPD RIJCOSX def2/J DEFGRID3
* xyz 0 1
C -0.296 -2.519 -1.490
P -0.691 -1.682 0.071
C 0.491 -0.156 -0.156
O 1.597 -0.395 -0.558
N 0.060 1.020 0.340
C 1.102 2.041 0.437
C -1.284 1.224 0.883
H -0.706 -3.540 -1.509
H 0.735 -2.379 -1.772
H -0.785 -1.996 -2.299
H 0.200 -2.110 0.951
H 1.163 2.320 1.516
H 2.134 1.502 0.511
H 1.002 2.837 -0.164
H -1.119 1.362 1.910
H -1.750 2.182 0.520
H -1.851 0.289 0.808
*
```


[4]
Below is a gas-phase ion, C4H10NOS (charge -1), with properties calculated with ωB97M-V with the def2-TZVPD basis set.

Computed properties:
calculated total energy	-686.54335	a.u.
structure (SMILES)	[O-]CNCCCS
molecular weight	120.2	g mol⁻¹
HOMO	-2.550	eV
HOMO-LUMO gap	0.203	Eh
LUMO energy	2.96	eV

```
! wB97M-V def2-TZVPD RIJCOSX def2/J DEFGRID3
* xyz -1 1
O -1.675 -3.051 -1.163
C -1.673 -1.792 -1.301
N -0.882 -0.993 -0.104
C -0.516 0.371 -0.217
C 0.990 0.712 -0.216
C 1.541 0.516 1.215
S 1.817 2.013 2.173
H -1.198 -1.369 -2.249
H -2.632 -1.191 -1.186
H -0.758 -1.541 0.735
H -1.113 1.023 0.459
H -0.868 0.626 -1.233
H 1.485 0.102 -0.962
H 0.993 1.787 -0.402
H 0.884 -0.120 1.801
H 2.539 0.057 1.224
H 1.064 2.848 1.427
*
```


[5]
Below is a gas-phase ion, C4H10NOS (charge -1), with properties calculated with ωB97M-V with the def2-TZVPD basis set.

Computed properties:
calculated total energy	-686.55336	a.u.
structure (SMILES)	N[C@@H](C[O-])CCS
molecular weight	120.2	g mol⁻¹
HOMO	-2.859	eV
HOMO-LUMO gap	0.221	Eh
LUMO energy	3.16	eV

```
! wB97M-V def2-TZVPD RIJCOSX def2/J DEFGRID3
* xyz -1 1
N 0.687 1.958 -0.244
C 0.625 0.456 -0.504
C 1.646 -0.227 0.606
O 1.385 0.270 1.810
C -0.824 0.027 -0.686
C -1.172 -1.179 0.137
S -2.990 -1.459 0.069
H 0.936 2.003 0.756
H 1.604 2.224 -0.623
H 1.208 0.466 -1.409
H 2.631 -0.033 0.131
H 1.455 -1.351 0.474
H -1.608 0.785 -0.678
H -0.966 -0.295 -1.731
H -0.841 -1.181 1.210
H -0.592 -2.025 -0.244
H -3.182 -0.441 0.926
*
```


[6]
Below is a gas-phase ion, C4H10NOS (charge -1), with properties calculated with ωB97M-V with the def2-TZVPD basis set.

Computed properties:
calculated total energy	-686.60598	a.u.
structure (SMILES)	CN[C@@H](CO)C[S-]
molecular weight	120.2	g mol⁻¹
HOMO	-2.669	eV
HOMO-LUMO gap	0.234	Eh
LUMO energy	3.70	eV

```
! wB97M-V def2-TZVPD RIJCOSX def2/J DEFGRID3
* xyz -1 1
C 2.644 -1.342 -0.449
N 1.354 -0.968 -0.979
C 0.434 -0.251 -0.081
C 0.556 1.258 -0.403
O 0.085 2.179 0.592
C -1.004 -0.815 -0.221
S -2.227 -0.090 0.846
H 3.168 -1.945 -1.190
H 2.597 -1.900 0.502
H 3.198 -0.406 -0.330
H 0.808 -1.802 -1.184
H 0.712 -0.315 0.991
H -0.012 1.503 -1.304
H 1.630 1.489 -0.526
H -0.479 1.639 1.182
H -1.212 -0.648 -1.286
H -0.930 -1.902 -0.066
*
```


[7]
Below is a gas-phase ion, C4H10NOS (charge -1), with properties calculated with ωB97M-V with the def2-TZVPD basis set.

Computed properties:
calculated total energy	-686.60360	a.u.
structure (SMILES)	CN[C@H](CO)C[S-]
molecular weight	120.2	g mol⁻¹
HOMO	-2.660	eV
HOMO-LUMO gap	0.235	Eh
LUMO energy	3.73	eV

```
! wB97M-V def2-TZVPD RIJCOSX def2/J DEFGRID3
* xyz -1 1
C 0.783 -2.114 0.297
N 0.876 -0.850 -0.392
C 0.184 0.313 0.176
C -1.313 0.315 -0.210
O -2.122 0.699 0.908
C 0.790 1.599 -0.384
S -0.035 3.079 0.252
H 0.145 -2.057 1.175
H 0.399 -2.873 -0.391
H 1.744 -2.430 0.723
H 0.804 -0.973 -1.387
H 0.196 0.241 1.260
H -1.455 0.967 -1.078
H -1.662 -0.701 -0.428
H -1.879 1.646 1.023
H 0.721 1.492 -1.475
H 1.825 1.645 -0.071
*
```


[8]
Below is a gas-phase ion, C4H10NOS (charge +1), with properties calculated with ωB97M-V with the def2-TZVPD basis set.

Computed properties:
calculated total energy	-686.27254	a.u.
structure (SMILES)	C=C(O)[NH2+]CCS
molecular weight	120.2	g mol⁻¹
HOMO	-13.177	eV
HOMO-LUMO gap	0.362	Eh
LUMO energy	-3.33	eV

```
! wB97M-V def2-TZVPD RIJCOSX def2/J DEFGRID3
* xyz 1 1
C 2.285 -0.056 1.452
C 1.736 -0.256 0.266
O 2.212 -0.264 -0.959
N 0.241 -0.519 0.231
C -0.488 0.603 -0.519
C -1.915 0.169 -0.910
S -3.065 0.372 0.604
H 1.594 0.204 2.173
H 3.268 0.160 1.586
H 3.201 -0.210 -0.965
H -0.310 -0.667 1.186
H 0.198 -1.286 -0.404
H 0.102 0.956 -1.395
H -0.648 1.393 0.201
H -2.294 0.807 -1.567
H -2.119 -0.812 -1.222
H -3.999 -0.593 0.241
*
```


[9]
Below is 2 unconnected molecules or ions with the total composition C4H10NOS, with properties calculated with ωB97M-V with the def2-TZVPD basis set.

Computed properties:
calculated total energy	-686.22481	a.u.
molecular weight	120.2	g mol⁻¹
HOMO	-13.126	eV
HOMO-LUMO gap	0.295	Eh
LUMO energy	-5.10	eV

```
! wB97M-V def2-TZVPD RIJCOSX def2/J DEFGRID3
* xyz 1 1
C 2.330 -1.031 -0.500
C 2.283 0.344 -0.039
C -3.101 -0.240 1.025
C -1.353 0.333 -1.173
N 1.107 -0.504 0.050
O -1.202 1.448 -0.629
S -2.230 -0.867 -0.407
H 2.179 -1.340 -1.593
H 2.865 -1.797 0.043
H 2.698 0.615 0.961
H 2.254 1.177 -0.728
H -3.415 0.879 0.820
H -2.438 -0.303 1.901
H -4.088 -0.731 1.140
H -0.906 0.229 -2.128
H 0.699 -0.951 0.857
H -0.351 1.881 -0.704
*
```


[10]
Below is a gas-phase ion, C4H10NOS (charge +1), with properties calculated with ωB97M-V with the def2-TZVPD basis set.

Computed properties:
calculated total energy	-686.22083	a.u.
structure (SMILES)	C[N@H+]1C[C@@](O)(S)C1
molecular weight	120.2	g mol⁻¹
HOMO	-13.125	eV
HOMO-LUMO gap	0.354	Eh
LUMO energy	-3.48	eV

```
! wB97M-V def2-TZVPD RIJCOSX def2/J DEFGRID3
* xyz 1 1
C 1.607 -0.135 -1.116
N 0.718 0.440 -0.046
C -0.548 0.800 -0.694
C -1.449 0.245 0.424
O -2.054 0.963 1.353
S -2.442 -1.198 -0.025
C 0.170 -0.472 0.992
H 0.955 -0.808 -1.814
H 2.187 0.681 -1.747
H 2.441 -0.770 -0.883
H 1.310 1.202 0.213
H -0.846 0.272 -1.588
H -0.731 1.870 -0.852
H -1.763 0.744 2.230
H -2.401 -1.804 1.192
H 0.561 -0.232 2.069
H 0.365 -1.613 0.778
*
```


[11]
Below is 3 unconnected molecules or ions with the total composition C4H10NOS2, with properties calculated with ωB97M-V with the def2-TZVPD basis set.

Computed properties:
calculated total energy	-1084.13398	a.u.
molecular weight	152.3	g mol⁻¹
HOMO	-13.050	eV
HOMO-LUMO gap	0.129	Eh
LUMO energy	-9.55	eV

```
! wB97M-V def2-TZVPD RIJCOSX def2/J DEFGRID3
* xyz 1 1
N -0.366 1.021 -0.673
C -0.817 -0.346 -1.181
C -2.050 -0.766 -0.290
O -2.977 -1.488 -0.686
C -1.137 -0.193 -2.682
S 0.162 0.806 -3.579
S 0.833 -0.386 1.932
C 2.285 -0.005 2.835
H 0.417 0.920 0.138
H 0.149 1.255 -1.466
H 0.925 1.556 2.741
H 0.054 -0.966 -0.872
H -1.988 -0.235 0.595
H -1.227 -1.372 -2.982
H -2.099 0.290 -2.781
H 2.905 -0.978 2.515
H 2.848 0.920 2.472
H 2.083 -0.034 3.966
*
```


[12]
Below is 2 unconnected molecules or ions with the total composition C4H10NPS, with properties calculated with ωB97M-V with the def2-TZVPD basis set.

Computed properties:
calculated total energy	-952.62489	a.u.
structure (SMILES)	CN=P(C)=S.C=C
molecular weight	135.2	g mol⁻¹
HOMO	-9.026	eV
HOMO-LUMO gap	0.335	Eh
LUMO energy	0.09	eV

```
! wB97M-V def2-TZVPD RIJCOSX def2/J DEFGRID3
* xyz 0 1
C -2.106 0.029 1.614
N -1.499 1.033 0.818
P -0.993 1.032 -0.621
C -0.671 -0.477 -1.683
S -0.476 2.648 -1.514
H -3.000 0.451 2.175
H -1.399 -0.390 2.332
H -2.542 -0.846 1.123
H -0.093 -1.341 -1.248
H -1.566 -0.868 -1.993
H -0.094 -0.071 -2.550
C 1.856 -0.261 -0.148
C 2.917 -0.218 0.634
H 1.024 0.437 0.108
H 1.815 -0.987 -0.972
H 3.852 -0.703 0.563
H 2.974 0.533 1.363
*
```


[13]
Below is a gas-phase ion, C4H10NS (charge -1), with properties calculated with ωB97M-V with the def2-TZVPD basis set.

Computed properties:
calculated total energy	-611.35870	a.u.
structure (SMILES)	CCNCC[S-]
molecular weight	104.2	g mol⁻¹
HOMO	-2.194	eV
HOMO-LUMO gap	0.213	Eh
LUMO energy	3.60	eV

```
! wB97M-V def2-TZVPD RIJCOSX def2/J DEFGRID3
* xyz -1 1
C 0.670 1.024 2.052
C 0.525 0.670 0.584
N -0.788 0.119 0.294
C -0.933 -0.347 -1.097
C 0.018 -1.469 -1.478
S -0.408 -2.157 -3.112
H 0.568 2.097 2.242
H -0.125 0.539 2.612
H 1.606 0.682 2.496
H 1.268 -0.057 0.276
H 0.765 1.532 -0.075
H -1.462 0.865 0.459
H -0.814 0.471 -1.820
H -1.955 -0.694 -1.209
H 0.029 -2.192 -0.659
H 1.037 -1.084 -1.568
*
```


[14]
Below is 2 unconnected molecules or ions with the total composition C4H10NS, with properties calculated with ωB97M-V with the def2-TZVPD basis set.

Computed properties:
calculated total energy	-610.83680	a.u.
molecular weight	104.2	g mol⁻¹
HOMO (alpha / beta)	-12.703 / -13.918	eV
HOMO-LUMO gap (alpha / beta)	0.222 / 0.281	Eh
LUMO energy (alpha / beta)	-6.67 / -6.28	eV

```
! wB97M-V def2-TZVPD RIJCOSX def2/J DEFGRID3
* xyz 1 1
C 2.340 -0.111 0.686
C -0.287 0.897 1.293
C -0.248 -2.026 -1.137
C -0.813 -0.126 0.289
N 0.011 -0.698 -0.706
S 3.291 0.819 -0.224
H 1.844 -0.289 1.615
H -0.174 0.332 2.240
H 0.681 1.439 1.042
H -1.021 1.685 1.493
H 0.774 -2.538 -1.114
H -0.267 -1.933 -2.185
H -1.001 -2.554 -0.685
H -1.751 0.223 -0.293
H -1.344 -0.913 0.886
H 3.649 1.741 0.825
*
```


[15]
Below is a gas-phase ion, C4H10NS2 (charge +1), with properties calculated with ωB97M-V with the def2-TZVPD basis set.

Computed properties:
calculated total energy	-1009.20154	a.u.
structure (SMILES)	CC(C)([NH3+])SC=S
molecular weight	136.3	g mol⁻¹
HOMO	-12.355	eV
HOMO-LUMO gap	0.306	Eh
LUMO energy	-4.02	eV

```
! wB97M-V def2-TZVPD RIJCOSX def2/J DEFGRID3
* xyz 1 1
C 0.713 0.547 1.292
C 0.251 -0.178 0.016
C 0.527 0.598 -1.188
N 0.958 -1.514 -0.133
S -1.492 -0.901 0.244
C -2.542 0.463 0.002
S -4.142 0.195 -0.105
H 0.292 0.113 2.079
H 1.776 0.485 1.271
H 0.409 1.559 1.294
H 0.982 0.034 -2.008
H 1.221 1.456 -1.215
H -0.208 1.114 -1.707
H 1.934 -1.473 -0.041
H 0.961 -1.832 0.854
H 0.503 -2.104 -0.860
H -2.142 1.438 0.205
*
```